1.
{"formula": "C3H5NO3S", "method": "wB97M-V/def2-TZVPD", "orbital_gap_ev": 8.852, "relative_energy_ev": 4.148, "smiles": "O=CNOCC(O)=S", "lumo_ev": -0.053, "homo_energy_ev": -8.904, "fmax_ev_per_a": 4.54, "symbols": ["H", "H", "N", "O", "O", "C", "H", "C", "C", "S", "H", "H", "O"], "positions_angstrom": [[-1.51, -0.41, 1.76], [-0.93, 1.13, 0.73], [0.20, -0.52, -0.92], [0.17, -0.67, -3.28], [1.48, 0.78, 0.87], [-0.34, -0.21, -2.27], [-1.34, 0.19, -2.16], [-0.71, 0.07, 1.09], [0.65, 0.32, 1.78], [1.13, 0.37, 3.33], [0.83, 0.98, -0.06], [1.07, -1.13, -0.96], [-0.67, -0.89, 0.08]]}

2.
{"formula": "C19H28MnN2O6", "method": "wB97M-V/def2-TZVPD", "orbital_gap_ev": [7.371, 8.072], "relative_energy_ev": 0.026, "multiplicity": 2, "charge": 2, "lumo_ev": [-9.420, -8.703], "homo_energy_ev": [-16.792, -16.775], "fmax_ev_per_a": 0.19, "s_squared": 0.767, "symbols": ["H", "H", "H", "C", "N", "C", "H", "H", "C", "C", "H", "H", "O", "O", "H", "H", "H", "H", "O", "C", "H", "H", "C", "O", "H", "H", "H", "H", "H", "C", "C", "H", "C", "H", "O", "Mn", "C", "H", "H", "H", "H", "C", "C", "N", "C", "H", "C", "C", "H", "H", "C", "C", "H", "C", "C", "O"], "positions_angstrom": [[-0.03, -5.00, 0.41], [-2.20, 3.82, -2.80], [-3.92, -3.11, -0.47], [-2.14, -2.65, 0.66], [-1.87, 1.09, -2.66], [-1.67, 0.62, -1.45], [5.74, 1.50, 1.65], [3.98, 2.70, -0.61], [-0.91, 2.13, -3.14], [-0.12, -3.92, 0.34], [-2.63, -1.83, 1.18], [-3.42, -4.39, 0.62], [-0.17, -1.08, 1.79], [-0.49, 0.25, -1.12], [-0.50, 4.14, -2.55], [-1.98, -5.25, -1.11], [-3.68, 0.50, -0.70], [4.76, 0.08, 2.00], [1.37, -2.05, -0.25], [4.88, 0.93, 1.33], [2.50, 2.97, 2.86], [-2.95, 2.76, 0.66], [3.38, 2.33, 2.82], [2.27, -3.84, 0.78], [-2.52, -3.95, -2.16], [0.09, 1.77, -2.93], [3.25, 1.50, 3.50], [-1.54, 4.23, -0.43], [2.93, 3.69, 0.43], [-2.13, -4.17, -1.17], [1.28, -3.36, 0.36], [5.07, 0.57, 0.32], [-3.06, -3.62, -0.06], [-1.03, 2.24, -4.22], [-1.30, -2.11, -0.43], [0.23, -0.87, 0.14], [-1.28, 3.40, -2.37], [-0.57, 2.79, -0.40], [-1.44, -4.17, 2.10], [-3.59, 2.81, -0.97], [-2.83, 1.37, -2.83], [-1.47, 3.22, -0.85], [2.49, 1.06, 0.95], [1.59, 0.43, 0.61], [3.65, 1.85, 1.38], [4.24, 2.91, 3.14], [-2.74, 2.47, -0.37], [-0.46, -2.33, 2.41], [-0.20, -3.27, -1.79], [4.66, 3.62, 0.74], [3.80, 3.04, 0.41], [-2.71, 0.90, -0.42], [-2.42, 0.48, 0.54], [-0.84, -3.43, -0.92], [-1.06, -3.36, 1.48], [-0.28, -2.42, 3.57]]}

3.
{"formula": "C17H30N2O7", "method": "wB97M-V/def2-TZVPD", "orbital_gap_ev": 8.949, "relative_energy_ev": 0.769, "lumo_ev": 0.578, "homo_energy_ev": -8.371, "fmax_ev_per_a": 3.22, "symbols": ["H", "H", "O", "H", "C", "H", "C", "N", "H", "H", "H", "C", "H", "H", "H", "C", "C", "C", "H", "H", "H", "C", "C", "O", "O", "H", "H", "H", "H", "O", "H", "C", "H", "C", "H", "O", "H", "C", "H", "H", "H", "H", "N", "C", "C", "C", "H", "H", "O", "H", "H", "O", "H", "C", "C", "C"], "positions_angstrom": [[-0.89, -6.54, -3.12], [-3.92, 2.12, 1.81], [-2.51, -0.24, 2.56], [2.50, 3.35, 3.36], [3.33, -0.69, 1.40], [1.39, 2.16, 2.65], [3.07, -2.48, -1.38], [-1.41, 0.91, 0.84], [-2.17, -5.35, -3.42], [3.32, -3.52, -1.59], [-3.86, 4.38, 3.23], [-0.51, 0.55, -0.12], [0.63, -4.74, -2.33], [3.83, -1.65, 1.37], [4.96, -1.71, -2.02], [3.70, 0.24, 0.26], [-2.50, -0.02, 1.34], [-4.01, 4.24, 2.16], [1.06, 1.73, -1.01], [2.25, -0.84, 1.39], [-3.79, 5.16, 1.60], [1.95, 3.08, 2.46], [-1.73, -2.48, -2.37], [-3.28, -0.44, 0.51], [-1.97, 2.82, 2.14], [-3.47, -2.53, -1.18], [-0.69, -5.29, -4.36], [4.93, -2.07, -0.31], [3.62, -0.21, 2.33], [-0.63, -3.20, -2.69], [-2.75, -4.11, -1.32], [-1.26, 2.15, 1.25], [1.32, 3.92, -0.04], [-1.09, -5.49, -3.37], [2.63, 2.89, 1.62], [4.03, -0.29, -0.93], [-0.47, -0.42, -0.59], [-3.32, 3.01, 1.58], [-0.24, 4.73, 0.28], [-3.22, 3.15, 0.50], [2.40, -2.45, -0.51], [-0.81, -4.77, -1.33], [-0.22, 2.62, 0.56], [0.43, 3.93, 0.61], [-2.96, -3.19, -1.87], [-0.45, -4.58, -2.34], [-3.61, -3.41, -2.72], [1.44, 5.15, 2.11], [3.62, 1.43, 0.38], [2.52, -2.07, -2.22], [-5.09, 4.08, 2.02], [-1.73, -1.30, -2.55], [0.09, 4.12, 2.73], [4.33, -1.67, -1.13], [0.94, 4.18, 2.04], [0.25, 1.66, -0.30]]}

4.
{"formula": "C6H8N", "method": "wB97M-V/def2-TZVPD", "orbital_gap_ev": 7.788, "relative_energy_ev": 7.657, "charge": 1, "lumo_ev": -6.437, "homo_energy_ev": -14.224, "fmax_ev_per_a": 3.80, "symbols": ["H", "H", "H", "H", "H", "C", "N", "C", "H", "C", "H", "H", "C", "C", "C"], "positions_angstrom": [[0.17, 0.19, -1.68], [1.45, 0.96, -0.57], [-0.02, -1.62, 2.06], [0.25, 0.20, 2.00], [1.74, -1.72, 0.17], [-4.01, 3.40, 0.32], [-2.66, 1.35, 0.41], [0.76, -1.08, 0.09], [-4.29, 4.50, 0.26], [1.06, 0.05, -0.96], [1.93, -0.31, -1.68], [0.21, -1.96, -0.46], [0.28, -0.79, 1.40], [-1.84, 0.57, 0.71], [-3.37, 2.40, 0.21]]}

5.
{"formula": "C19H29N5O3S", "method": "wB97M-V/def2-TZVPD", "orbital_gap_ev": 8.787, "relative_energy_ev": 0.065, "smiles": "CCCNC(=O)Cn1cnc2sc(C(=O)NCCN(CC)CC)c(C)c2c1=O", "lumo_ev": 0.159, "homo_energy_ev": -8.628, "fmax_ev_per_a": 0.82, "symbols": ["H", "H", "H", "C", "N", "S", "O", "C", "C", "C", "H", "C", "C", "H", "C", "H", "H", "C", "C", "H", "C", "H", "H", "N", "C", "N", "H", "H", "H", "H", "H", "O", "C", "N", "H", "O", "H", "C", "C", "H", "H", "H", "H", "H", "H", "H", "H", "H", "H", "C", "C", "C", "C", "C", "H", "H", "N"], "positions_angstrom": [[3.85, 0.38, 1.68], [-6.38, -1.93, -0.84], [5.08, 1.79, 0.48], [-4.59, 1.54, -1.09], [4.03, -0.85, 0.01], [0.44, 4.00, 0.55], [-6.23, 1.25, 0.66], [5.38, -1.07, 2.16], [4.11, -2.25, -0.39], [4.07, -0.67, 1.46], [-5.26, 2.32, -1.43], [-5.06, -1.19, 1.50], [0.37, 1.56, -0.37], [3.37, -3.58, -1.91], [-5.25, 0.80, 0.10], [0.84, 0.13, -1.88], [6.20, -0.44, 1.82], [4.98, -0.04, -0.73], [2.69, 2.42, 0.33], [-0.06, -0.51, -0.52], [-1.08, 3.35, 0.08], [-7.47, -2.13, 0.53], [5.15, -2.59, -0.51], [-2.24, 4.03, 0.17], [-3.30, 3.41, -0.22], [-4.62, -0.33, 0.43], [-3.80, -0.60, -0.10], [-4.24, 3.93, -0.17], [3.65, -2.85, 0.40], [1.68, -0.14, -0.33], [5.62, -2.11, 1.96], [-2.27, 0.16, -1.10], [1.23, 2.52, 0.08], [3.38, 1.82, -0.67], [3.79, -1.99, -2.53], [3.21, 2.88, 1.33], [2.89, 1.43, -1.45], [-6.60, -2.55, 0.03], [-2.17, 1.33, -0.75], [2.31, -2.21, -1.58], [-5.64, -3.22, 1.84], [6.03, -0.28, -0.48], [-4.54, -3.01, 0.48], [4.83, -0.26, -1.79], [5.26, -0.94, 3.23], [-4.26, -1.27, 2.26], [3.25, -1.26, 1.87], [5.38, 2.01, -1.26], [-4.38, 0.82, -1.89], [3.35, -2.52, -1.69], [4.77, 1.47, -0.52], [-0.98, 2.03, -0.38], [0.74, 0.17, -0.79], [-5.41, -2.59, 0.98], [-5.93, -0.72, 1.95], [-6.84, -3.55, -0.31], [-3.33, 2.13, -0.69]]}